No. 1
A structure of composition C27H46BrNOP2Pd. Source: the OMol25 dataset; level of theory: the ωB97M-V functional and the def2-TZVPD basis.

Last column: Löwdin spin population.
Atoms and positions in Å:
N -5.245 -1.174 4.243  0.759
C -4.125 -0.538 4.602  0.080
C -3.546 0.444 3.792  0.089
C -4.083 0.641 2.503  -0.001
C -5.303 -0.006 2.148  0.094
C -5.831 -0.930 3.067  0.075
C -3.307 1.447 1.603  0.174
Pd -1.488 1.465 -3.191  0.284
P 2.557 0.180 -1.465  0.594
C -3.675 1.631 0.315  -0.048
C -2.808 2.258 -0.624  0.199
C -3.156 2.067 -2.019  -0.015
C -2.654 3.089 -2.900  0.030
C -1.291 3.354 -2.559  0.047
C -0.891 3.591 -1.214  0.159
C -1.699 3.040 -0.236  -0.012
Br 0.078 3.420 -4.065  0.045
H -2.414 1.939 2.011  0.006
H -4.627 1.271 -0.071  -0.004
H -2.654 0.986 4.111  0.007
H -5.810 0.154 1.187  0.007
H -3.624 -0.814 5.536  0.016
H -6.735 -1.491 2.815  0.015
H -4.051 1.467 -2.247  -0.003
H -1.458 3.182 0.817  -0.004
H -3.081 3.365 -3.861  0.001
H 0.008 4.164 -1.034  0.007
P -0.417 -1.725 -0.363  0.614
C 2.644 1.787 -0.545  0.070
C 3.475 2.924 -1.133  0.027
H 2.963 1.534 0.480  0.001
H 1.581 2.086 -0.488  0.011
H 3.490 3.760 -0.420  0.006
H 4.523 2.646 -1.325  0.000
H 3.051 3.294 -2.074  0.001
C 2.890 0.696 -3.232  0.082
C 4.320 0.575 -3.744  0.029
H 2.510 1.721 -3.358  0.002
H 2.216 0.052 -3.823  0.007
H 4.370 0.756 -4.833  0.007
H 4.976 1.322 -3.282  0.000
H 4.734 -0.426 -3.560  0.001
C 3.989 -0.714 -0.692  0.080
C 5.387 -0.128 -0.766  0.040
H 3.958 -1.730 -1.121  0.001
H 3.685 -0.793 0.369  0.001
H 6.098 -0.863 -0.369  0.010
H 5.703 0.107 -1.785  0.000
H 5.475 0.779 -0.162  0.001
C 0.366 -3.057 0.661  0.083
C 1.791 -3.377 0.228  0.005
H -0.270 -3.952 0.606  0.021
H 0.353 -2.682 1.700  0.001
H 2.068 -4.384 0.560  0.002
H 1.931 -3.347 -0.856  0.001
H 2.516 -2.689 0.679  0.001
C -0.400 -2.657 -1.983  0.107
C -1.382 -2.159 -3.041  0.004
H -0.570 -3.727 -1.757  0.022
H 0.637 -2.553 -2.356  0.005
H -1.125 -2.609 -4.009  0.001
H -2.420 -2.451 -2.819  0.000
H -1.314 -1.059 -3.171  0.003
C -2.203 -1.887 0.100  0.087
C -2.478 -2.319 1.541  0.008
H -2.689 -2.581 -0.604  0.016
H -2.629 -0.881 -0.076  0.007
H -3.561 -2.395 1.688  0.003
H -2.045 -3.302 1.773  0.000
H -2.105 -1.577 2.263  0.002
C 1.789 0.049 4.445  0.002
C 1.849 -0.339 2.981  0.001
O 0.677 0.014 2.214  0.028
H 1.927 1.131 4.563  0.000
H 2.610 -0.437 4.974  0.000
H 0.845 -0.270 4.899  0.000
H 2.714 0.132 2.483  0.000
H 1.963 -1.425 2.850  0.000
H 0.449 0.929 2.429  0.000

HOMO energy (alpha / beta) ... -19.02 / -20.27 eV
Total charge ... +4
E ... -4569.21271 Eh
<S²> ... 6.10
Frontier orbital gap (alpha / beta) ... 7.144 / 5.331 eV
Spin multiplicity ... 5

No. 2
A structure of composition C27H46BrNOP2Pt. Source: the OMol25 dataset; level of theory: the ωB97M-V functional and the def2-TZVPD basis.

Last column: Löwdin spin population.
Atoms and positions in Å:
N -6.982 5.435 -5.122  0.077
C -6.765 6.022 -3.931  -0.014
C -5.978 5.436 -2.937  0.064
C -5.369 4.195 -3.198  0.025
C -5.641 3.562 -4.436  0.064
C -6.447 4.222 -5.366  -0.013
C -4.451 3.616 -2.256  0.185
Pt 0.431 -0.143 0.957  0.076
P 5.654 -0.910 0.522  0.599
C -3.575 2.636 -2.629  0.063
C -2.650 2.093 -1.714  0.093
C -1.496 1.511 -2.254  0.055
C -0.527 1.012 -1.406  0.038
C -0.796 1.042 -0.032  0.183
C -1.913 1.684 0.547  0.028
C -2.878 2.176 -0.317  0.060
Br 1.781 -0.999 2.791  0.031
H -4.395 4.084 -1.265  0.005
H -3.522 2.349 -3.680  0.000
H -5.780 5.965 -2.006  0.002
H -5.200 2.595 -4.688  0.003
H -7.227 7.004 -3.770  -0.002
H -6.634 3.761 -6.341  -0.002
H -1.377 1.477 -3.339  0.001
H -3.799 2.629 0.054  0.002
H 0.422 0.615 -1.765  0.003
H -2.006 1.738 1.625  0.001
P -0.390 -2.171 0.493  -0.006
C 5.346 0.884 0.740  0.090
C 6.564 1.725 0.278  0.017
H 5.150 1.057 1.814  0.001
H 4.434 1.143 0.184  0.016
H 6.480 2.749 0.660  0.000
H 7.496 1.286 0.663  0.005
H 6.625 1.764 -0.817  0.000
C 5.089 -1.409 -1.143  0.081
C 5.959 -2.534 -1.743  0.016
H 5.171 -0.502 -1.771  0.000
H 4.029 -1.691 -1.077  0.016
H 5.749 -2.626 -2.816  0.000
H 7.026 -2.303 -1.621  0.005
H 5.754 -3.501 -1.268  0.000
C 4.847 -1.950 1.771  0.099
C 5.697 -2.130 3.036  0.014
H 4.597 -2.927 1.320  0.000
H 3.890 -1.444 2.009  0.020
H 5.212 -2.848 3.708  0.000
H 6.691 -2.514 2.763  0.004
H 5.813 -1.174 3.565  0.000
C -0.309 -3.520 1.731  0.001
C -1.442 -4.548 1.744  0.000
H -0.202 -3.037 2.712  0.000
H 0.649 -4.019 1.535  0.000
H -2.376 -4.131 2.140  0.000
H -1.643 -4.960 0.747  0.000
H -1.154 -5.384 2.395  0.000
C 0.792 -2.651 -0.831  -0.002
C 0.223 -2.685 -2.246  0.000
H 1.192 -3.629 -0.525  0.000
H 1.609 -1.909 -0.761  0.001
H -0.432 -3.553 -2.401  0.000
H -0.339 -1.777 -2.502  0.000
H 1.055 -2.763 -2.958  0.000
C -2.084 -2.176 -0.197  -0.004
C -3.139 -1.709 0.813  0.000
H -2.274 -3.204 -0.546  -0.001
H -2.071 -1.528 -1.086  0.000
H -3.857 -1.047 0.306  0.000
H -3.705 -2.563 1.215  0.000
H -2.706 -1.145 1.648  0.000
C -1.056 0.957 5.611  0.000
C -0.700 1.292 4.177  0.000
O -1.212 0.279 3.271  0.003
H -2.123 0.708 5.668  0.000
H -0.822 1.834 6.228  0.000
H -0.445 0.103 5.943  0.000
H -1.170 2.218 3.826  0.000
H 0.384 1.403 4.012  0.000
H -0.753 -0.543 3.536  0.000

HOMO energy (alpha / beta) ... -13.26 / -13.21 eV
Total charge ... +2
E ... -4561.81437 Eh
<S²> ... 2.06
Frontier orbital gap (alpha / beta) ... 6.993 / 4.991 eV
Spin multiplicity ... 3

No. 3
A structure of composition C27H46GeO3PPdTe. Source: the OMol25 dataset; level of theory: the ωB97M-V functional and the def2-TZVPD basis.

Last column: Löwdin spin population.
Atoms and positions in Å:
Pd 0.166 0.589 -0.866  0.670
C 1.533 3.314 0.891  0.000
C 2.074 2.052 1.569  0.004
C 3.554 1.857 1.229  0.001
C 1.924 2.194 3.086  0.003
O 1.364 0.928 1.088  0.038
Ge 0.253 -0.312 2.032  0.001
O -1.241 0.403 1.008  0.052
C -2.524 -0.211 1.043  0.002
C -2.886 -0.623 2.476  0.003
C -3.527 0.851 0.588  0.000
C -2.593 -1.460 0.149  0.001
O 0.593 -1.577 0.646  0.000
C 1.273 -2.793 0.871  0.000
C 2.775 -2.583 0.636  0.000
C 0.723 -3.845 -0.099  0.000
C 1.076 -3.319 2.301  0.000
H 2.157 4.182 1.117  0.000
H 1.510 3.167 -0.190  0.001
H 0.516 3.503 1.242  0.000
H 4.157 2.700 1.572  0.000
H 3.911 0.942 1.706  0.000
H 3.672 1.751 0.150  0.002
H 2.483 3.062 3.439  0.000
H 0.871 2.314 3.353  0.000
H 2.299 1.301 3.589  0.000
H -2.755 0.221 3.156  0.000
H -3.924 -0.955 2.513  0.000
H -2.246 -1.442 2.813  0.000
H -3.592 1.639 1.341  0.000
H -3.181 1.306 -0.338  0.000
H -4.517 0.421 0.432  0.000
H -2.098 -2.294 0.645  0.000
H -3.626 -1.733 -0.078  0.000
H -2.061 -1.276 -0.781  0.001
H 2.933 -2.115 -0.335  0.000
H 3.162 -1.903 1.399  0.000
H 3.328 -3.524 0.678  0.000
H 0.793 -3.489 -1.126  0.000
H 1.281 -4.779 -0.009  0.000
H -0.328 -4.041 0.121  0.000
H 1.578 -2.670 3.021  0.000
H 0.013 -3.354 2.551  0.000
H 1.490 -4.325 2.393  0.000
C 1.673 -1.191 -3.087  0.001
Te 2.227 0.828 -2.518  0.107
C 4.269 0.246 -2.081  0.038
H 1.469 -1.256 -4.155  0.000
H 0.795 -1.465 -2.514  0.000
H 2.502 -1.848 -2.838  0.000
H 4.291 -0.444 -1.242  0.000
H 4.832 1.143 -1.828  0.000
H 4.701 -0.210 -2.968  0.006
C -0.591 1.125 -4.406  0.008
P -1.258 0.998 -2.684  0.031
C -1.880 2.711 -2.478  0.006
C -2.567 3.386 -3.487  0.001
C -2.970 4.698 -3.301  0.000
C -2.693 5.351 -2.107  0.000
C -2.021 4.685 -1.094  0.000
C -1.620 3.369 -1.277  0.000
C -2.764 0.038 -3.103  0.008
C -4.060 0.496 -2.890  0.004
C -5.146 -0.312 -3.195  0.000
C -4.950 -1.583 -3.712  0.004
C -3.660 -2.048 -3.929  0.000
C -2.576 -1.245 -3.621  0.003
H -1.400 1.310 -5.109  0.002
H -0.089 0.199 -4.688  0.001
H 0.131 1.939 -4.453  0.001
H -2.799 2.885 -4.419  0.000
H -3.502 5.214 -4.091  0.000
H -3.006 6.378 -1.972  0.000
H -1.806 5.192 -0.162  0.000
H -1.120 2.829 -0.483  0.000
H -4.225 1.485 -2.486  0.000
H -6.151 0.054 -3.023  0.000
H -5.800 -2.211 -3.944  0.000
H -3.504 -3.041 -4.332  0.000
H -1.567 -1.617 -3.771  0.000

HOMO energy (alpha / beta) ... -6.96 / -7.34 eV
Total charge ... 0
E ... -4096.35040 Eh
<S²> ... 0.76
Frontier orbital gap (alpha / beta) ... 7.280 / 7.297 eV
Spin multiplicity ... 2

No. 4
A cluster of 7 separate species, C27H46N2O19 in total. Source: the OMol25 dataset; level of theory: the ωB97M-V functional and the def2-TZVPD basis.

Last column: Löwdin charge in e.
Atoms and positions in Å:
O 1.875 3.128 0.497  0.057
C 1.159 2.487 -0.230  -0.415
C -0.071 2.971 -1.094  -0.013
C -0.744 1.581 -1.438  -0.242
C -2.292 1.436 -1.363  -0.128
C -2.926 0.243 -0.757  0.014
C -4.384 0.302 -0.828  -0.062
C -5.153 1.375 -1.416  -0.146
N -4.539 2.469 -1.930  0.039
C -3.195 2.441 -1.877  -0.130
C 0.144 0.394 -0.912  -0.139
N 1.375 1.059 -0.369  0.053
H -0.741 3.741 -0.653  0.128
H 0.381 3.303 -2.067  0.126
H -0.573 1.512 -2.553  0.140
H -2.357 -0.591 -0.307  0.090
H -4.952 -0.559 -0.399  0.098
H -6.267 1.317 -1.449  0.108
H -2.686 3.346 -2.302  0.108
H -0.353 -0.242 -0.142  0.093
H 0.475 -0.218 -1.791  0.125
H 1.570 0.654 0.551  0.127
C 6.968 7.943 -1.061  -0.050
O 6.273 6.846 -1.650  -0.003
C 5.437 6.213 -0.814  -0.615
O 5.245 6.497 0.340  0.124
O 4.856 5.217 -1.486  0.006
C 3.928 4.446 -0.713  -0.057
H 7.610 8.374 -1.827  0.091
H 6.267 8.708 -0.725  0.097
H 7.592 7.604 -0.234  0.097
H 3.107 5.068 -0.364  0.093
H 4.432 3.968 0.126  0.102
H 3.524 3.672 -1.361  0.087
C 1.902 4.103 -7.382  -0.034
O 0.492 4.335 -7.427  -0.006
C -0.128 4.181 -6.255  -0.618
O 0.392 3.876 -5.212  0.115
O -1.432 4.423 -6.440  -0.003
C -2.218 4.293 -5.257  -0.048
H 2.292 4.257 -8.386  0.096
H 2.386 4.811 -6.708  0.098
H 2.113 3.077 -7.080  0.099
H -1.895 5.009 -4.500  0.098
H -2.165 3.274 -4.871  0.088
H -3.252 4.510 -5.519  0.098
C -1.027 -2.070 3.130  -0.029
O -1.187 -3.489 3.149  -0.024
C -2.069 -3.956 2.257  -0.611
O -2.706 -3.294 1.479  0.121
O -2.119 -5.285 2.384  0.001
C -3.028 -5.927 1.489  -0.036
H -0.292 -1.813 3.891  0.098
H -0.655 -1.738 2.160  0.084
H -1.967 -1.574 3.373  0.104
H -2.737 -5.750 0.453  0.099
H -4.048 -5.585 1.666  0.100
H -2.982 -6.996 1.684  0.095
C -1.263 -4.722 5.956  -0.032
O -1.413 -3.607 6.838  -0.013
C -2.619 -3.517 7.410  -0.618
O -3.541 -4.271 7.241  0.132
O -2.620 -2.438 8.205  -0.008
C -3.855 -2.216 8.886  -0.043
H -0.252 -4.692 5.553  0.100
H -1.393 -5.661 6.496  0.105
H -1.965 -4.654 5.128  0.080
H -4.090 -3.055 9.542  0.099
H -4.663 -2.047 8.174  0.098
H -3.737 -1.321 9.495  0.093
C 3.536 -7.665 8.727  -0.046
O 2.208 -7.156 8.835  0.000
C 2.142 -5.838 9.056  -0.613
O 3.080 -5.091 9.164  0.126
O 0.852 -5.495 9.136  0.003
C 0.628 -4.104 9.371  -0.036
H 3.464 -8.737 8.550  0.093
H 4.057 -7.208 7.885  0.098
H 4.087 -7.503 9.654  0.098
H 1.032 -3.506 8.555  0.102
H 1.063 -3.800 10.324  0.101
H -0.448 -3.945 9.416  0.083
C 1.472 -1.601 -10.055  -0.045
O 0.146 -1.080 -9.976  0.002
C 0.086 0.239 -9.756  -0.612
O 1.029 0.977 -9.626  0.120
O -1.201 0.592 -9.705  0.006
C -1.415 1.985 -9.474  -0.031
H 1.394 -2.671 -10.234  0.093
H 2.015 -1.147 -10.885  0.098
H 2.004 -1.443 -9.116  0.097
H -0.987 2.580 -10.281  0.103
H -0.997 2.285 -8.513  0.082
H -2.490 2.157 -9.451  0.097

HOMO energy ... -9.33 eV
Total charge ... 0
E ... -2595.48790 Eh
Structure (SMILES) ... O=C1C[C@H](c2cccnc2)CN1.COC(=O)OC.COC(=O)OC.COC(=O)OC.COC(=O)OC.COC(=O)OC.COC(=O)OC
Frontier orbital gap ... 9.635 eV